Model w:
Entry from OMol25: C14H18N2O6 in the gas phase (ωB97M-V/def2-TZVPD).

**Highest occupied orbital energy**: -8.28 eV
**SMILES**: N[C@@H](CCC(=O)O)C(=O)N[C@@H](Cc1ccc(O)cc1)C(=O)O
**Spin multiplicity**: 1

Last columns: bonded neighbours and bond lengths (Å).
Atoms and positions in Å:
1 C -3.240 -1.025 -0.252  C2 1.582, C3 1.534, H17 1.182, N33 1.477
2 C -1.719 -1.395 -0.476  C1 1.582, N34 1.355, O35 1.259
3 C -3.480 -0.438 1.144  C1 1.534, C4 1.522, H18 1.099, H19 1.159
4 C -4.417 0.729 0.871  C3 1.522, C5 1.533, H20 1.149, H21 1.136
5 C -3.806 1.799 -0.041  C4 1.533, O36 1.202, O37 1.411
6 C 0.555 -0.653 -0.626  C7 1.574, C8 1.523, H24 1.115, N34 1.516
7 C 0.863 -1.030 0.871  C6 1.574, O38 1.222, O40 1.362
8 C 1.300 0.672 -0.731  C6 1.523, C9 1.472, H25 1.214, H26 1.116
9 C 2.757 0.657 -0.522  C8 1.472, C10 1.436, C11 1.442
10 C 3.288 0.823 0.801  C9 1.436, C12 1.354, H27 1.083
11 C 3.754 0.325 -1.509  C9 1.442, C13 1.401, H28 1.092
12 C 4.626 0.784 1.006  C10 1.354, C14 1.414, H29 1.021
13 C 5.115 0.134 -1.233  C11 1.401, C14 1.382, H30 1.073
14 C 5.575 0.347 0.052  C12 1.414, C13 1.382, O39 1.310
15 H -3.488 -3.136 -0.784  N33 1.216
16 H -4.492 -1.755 -1.816  N33 1.241
17 H -3.412 -0.139 -1.016  C1 1.182
18 H -2.628 0.012 1.672  C3 1.099
19 H -4.066 -1.163 1.834  C3 1.159
20 H -4.513 1.148 1.938  C4 1.149
21 H -5.397 0.350 0.438  C4 1.136
22 H -5.383 2.908 0.311  O37 0.942
23 H -1.332 0.444 -0.623  N34 0.995
24 H 0.753 -1.509 -1.313  C6 1.115
25 H 1.157 1.166 -1.830  C8 1.214
26 H 0.801 1.351 0.001  C8 1.116
27 H 2.570 1.130 1.551  C10 1.083
28 H 3.462 0.017 -2.516  C11 1.092
29 H 4.988 1.129 1.895  C12 1.021
30 H 5.529 -0.195 -2.167  C13 1.073
31 H 7.230 0.940 1.100  O39 1.072
32 H 1.869 -2.194 1.917  O40 1.039
33 N -4.141 -2.114 -0.681  C1 1.477, H15 1.216, H16 1.241
34 N -0.910 -0.405 -0.926  C2 1.355, C6 1.516, H23 0.995
35 O -1.416 -2.610 -0.610  C2 1.259
36 O -2.791 1.927 -0.672  C5 1.202
37 O -4.535 3.007 -0.088  C5 1.411, H22 0.942
38 O 0.061 -0.738 1.745  C7 1.222
39 O 6.868 0.383 0.259  C14 1.310, H31 1.072
40 O 2.046 -1.686 1.028  C7 1.362, H32 1.039

---

Model x:
Entry from OMol25: C14H18N2O6 in the gas phase (ωB97M-V/def2-TZVPD).

**Highest occupied orbital energy**: -8.66 eV
**SMILES**: N[C@@H](Cc1ccc(O)cc1)C(=O)N[C@@H](CCC(=O)O)C(=O)O
**Spin multiplicity**: 1

Last columns: bonded neighbours and bond lengths (Å).
Atoms and positions in Å:
1 C -1.031 -0.541 -1.030  C2 1.505, C3 1.703, H17 1.056, N33 1.478
2 C 0.325 -1.179 -0.889  C1 1.505, N34 1.268, O35 1.312
3 C -1.752 -0.710 0.503  C1 1.703, C4 1.559, H18 1.176, H19 1.093
4 C -3.161 -0.048 0.578  C3 1.559, C5 1.375, C6 1.377
5 C -4.167 -0.722 -0.073  C4 1.375, C7 1.445, H20 1.068
6 C -3.338 1.228 1.065  C4 1.377, C8 1.396, H21 1.166
7 C -5.378 0.052 -0.227  C5 1.445, C9 1.401, H22 1.083
8 C -4.599 1.827 1.053  C6 1.396, C9 1.407, H23 1.139
9 C -5.696 1.285 0.359  C7 1.401, C8 1.407, O36 1.316
10 C 2.630 -0.634 -0.010  C11 1.560, C12 1.530, H26 1.039, N34 1.536
11 C 2.759 -1.349 1.370  C10 1.560, O37 1.197, O40 1.418
12 C 3.448 0.657 0.050  C10 1.530, C13 1.554, H27 1.089, H28 1.036
13 C 4.981 0.514 0.261  C12 1.554, C14 1.518, H29 1.121, H30 1.096
14 C 5.681 1.776 -0.209  C13 1.518, O38 1.163, O39 1.522
15 H -1.528 -1.034 -2.981  N33 1.039
16 H -1.502 -2.157 -1.700  N33 1.106
17 H -1.065 0.498 -1.213  C1 1.056
18 H -1.052 -0.165 1.274  C3 1.176
19 H -1.729 -1.800 0.590  C3 1.093
20 H -4.089 -1.584 -0.698  C5 1.068
21 H -2.417 1.848 1.421  C6 1.166
22 H -6.271 -0.384 -0.660  C7 1.083
23 H -4.577 2.889 1.468  C8 1.139
24 H -7.560 1.039 0.112  O36 1.163
25 H 0.915 0.625 -0.598  N34 1.022
26 H 2.962 -1.264 -0.766  C10 1.039
27 H 3.115 1.191 0.939  C12 1.089
28 H 3.373 1.230 -0.809  C12 1.036
29 H 5.191 0.418 1.358  C13 1.121
30 H 5.261 -0.364 -0.333  C13 1.096
31 H 7.581 0.855 -0.373  O39 0.995
32 H 1.751 -2.799 0.627  O40 0.957
33 N -1.912 -1.183 -2.027  C1 1.478, H15 1.039, H16 1.106
34 N 1.196 -0.351 -0.483  C2 1.268, C10 1.536, H25 1.022
35 O 0.408 -2.484 -0.787  C2 1.312
36 O -6.833 1.936 0.244  C9 1.316, H24 1.163
37 O 3.487 -0.974 2.243  C11 1.197
38 O 5.217 2.815 -0.453  C14 1.163
39 O 7.141 1.708 -0.634  C14 1.522, H31 0.995
40 O 2.233 -2.664 1.442  C11 1.418, H32 0.957

---

Out of the structures above, which one is the most stable? Solution: model x.